{
  "formula": "C8H12N2O3S",
  "method": "ωB97M-V/def2-TZVPD",
  "elements": ["C", "C", "C", "C", "C", "C", "C", "C", "N", "N", "O", "O", "O", "S", "H", "H", "H", "H", "H", "H", "H", "H", "H", "H", "H", "H"],
  "coordinates": [[2.36742, 0.20608, 1.45200], [3.48127, -0.96543, -1.74136], [2.65675, 1.73718, 1.37786], [1.88458, 1.70593, 0.06494], [0.48480, -0.32193, -0.12726], [-0.35236, 0.70549, -0.81452], [-1.83652, 0.53444, -0.36234], [-0.21628, 0.51424, -2.36184], [1.52430, 0.22645, 0.31256], [-0.36704, -2.62199, 2.70944], [2.98981, -1.99308, -1.77588], [2.59288, -0.73640, 2.10129], [4.00312, 0.06303, -1.73947], [0.21830, 2.42236, -0.25652], [2.09073, 2.15100, 2.33700], [3.68736, 2.12099, 1.29798], [2.46762, 1.93365, -0.75586], [-1.70947, 0.37247, 0.81816], [-2.26470, -0.42903, -0.84118], [-2.35869, 1.42365, -0.59693], [0.04258, 1.64816, -2.72541], [-1.14689, 0.14432, -2.79553], [0.60637, -0.16854, -2.67278], [-1.05104, -2.55012, 2.03288], [0.02174, -1.62066, 2.63772], [0.26599, -3.31121, 2.58731]],
  "atomic_forces_ev_per_a": [[0.9096, 0.0564, -0.5374], [0.5358, 0.5615, -0.1907], [-1.2436, 0.0525, 2.1684], [-3.0209, 0.4781, 1.5845], [-2.4030, -1.2034, -0.1700], [-0.8779, -0.6682, -0.9840], [1.9260, -2.6507, 2.0766], [1.1168, 2.8326, -0.4727], [2.4119, 3.2077, -0.8453], [-0.8901, 5.5195, 2.2642], [-0.8730, -1.6289, 0.0144], [0.7052, -0.8844, 1.5621], [0.3635, 0.9911, 0.1614], [0.7911, -0.6024, 0.4890], [1.1535, -0.3812, -2.1996], [-0.4740, -0.4865, 0.3504], [1.4121, -0.2229, -1.7293], [-0.9839, 0.4355, -2.5309], [0.5455, 1.7520, 0.8728], [-0.9257, 0.7283, -0.1448], [-0.7476, -3.0464, 0.2375], [0.1420, 0.1975, -0.0422], [-0.4706, 0.5157, 0.3275], [-1.6650, -0.7763, -1.8189], [0.0280, -2.5194, 0.4503], [2.5344, -2.2576, -0.8934]],
  "e_above_lowest_kj_mol": 231.27,
  "orbital_gap_ha": 0.318,
  "largest_force_ev_per_a": 6.0,
  "e_lumo_ev": -0.20
}